No. 1
{
  "formula": "C21H48N6NiSSi4Te",
  "method": "the ωB97M-V functional and the def2-TZVPD basis",
  "s2": 2.01,
  "multiplicity": 3,
  "homo_lumo_gap_ev": [6.409, 6.381],
  "homo_energy_ev": [-6.596, -6.562],
  "species": ["Ni", "C", "C", "N", "C", "S", "N", "N", "C", "C", "C", "C", "C", "C", "C", "N", "H", "H", "H", "H", "H", "H", "H", "H", "H", "H", "H", "H", "H", "N", "C", "C", "N", "H", "H", "H", "H", "H", "H", "H", "H", "C", "Si", "C", "C", "Si", "Te", "Si", "C", "C", "C", "Si", "C", "C", "C", "H", "H", "H", "H", "H", "H", "H", "H", "H", "H", "H", "H", "H", "H", "H", "H", "H", "H", "H", "H", "H", "H", "H", "H", "H", "H", "H"],
  "positions_angstrom": [[-1.8710, -1.0715, -0.0144], [-6.5685, 0.8371, 2.6447], [-6.0475, 1.5131, 1.3808], [-5.6251, 0.6724, 0.2816], [-4.6660, -0.3238, 0.3021], [-3.4831, -0.3099, 1.5244], [-4.6595, -1.0625, -0.7483], [-3.6153, -1.9365, -0.6965], [-3.8341, -3.1730, -0.6581], [-5.1679, -3.8492, -0.7062], [-2.6618, -3.9522, -0.2855], [-2.6010, -5.3313, -0.5559], [-1.4615, -6.0466, -0.1207], [-0.4394, -5.3378, 0.5353], [-0.6164, -3.9692, 0.7356], [-1.7067, -3.2817, 0.3318], [-6.9803, 1.5759, 3.3977], [-5.7677, 0.3311, 3.1300], [-7.3999, 0.1509, 2.4811], [-5.1597, 2.1334, 1.6277], [-6.8275, 2.1673, 0.9724], [-6.3651, 0.4038, -0.4028], [-5.9501, -3.1237, -0.8179], [-5.2454, -4.4208, 0.2171], [-5.2447, -4.5277, -1.5399], [-3.3888, -5.7436, -1.1549], [-1.3937, -7.1448, -0.2365], [0.4543, -5.8284, 0.9137], [0.1421, -3.3583, 1.1745], [-2.2507, 0.7376, -1.1013], [-1.6865, 0.6587, -2.4791], [-0.4213, -0.1846, -2.4016], [-0.7303, -1.4891, -1.7815], [-3.2524, 0.7074, -1.0540], [-1.8470, 1.5191, -0.5632], [-1.4519, 1.6359, -2.9342], [-2.4529, 0.1152, -3.0959], [0.3672, 0.3366, -1.8197], [-0.0445, -0.3038, -3.4080], [0.1404, -1.8914, -1.4496], [-1.1956, -2.1034, -2.4170], [3.4048, 3.8215, -1.3240], [2.1928, 2.3780, -1.5103], [2.6120, 1.4989, -3.1502], [0.4433, 3.1357, -1.6563], [2.3864, 0.9754, 0.4531], [0.5607, -0.4653, 1.3641], [4.2140, -0.4414, 0.0865], [3.6637, -1.9523, -0.9565], [4.8920, -1.0619, 1.7063], [5.7032, 0.3965, -0.7440], [2.6561, 2.5653, 2.1627], [2.1924, 1.9657, 3.8278], [1.4919, 3.9854, 1.8715], [4.5103, 2.9821, 2.3727], [3.5523, 4.2591, -2.3225], [4.3783, 3.3199, -1.0070], [3.2130, 4.5562, -0.5355], [2.0288, 1.9826, -3.9382], [2.3599, 0.4069, -3.0585], [3.6767, 1.6341, -3.3977], [-0.2935, 2.4861, -1.1572], [0.1426, 3.3580, -2.7426], [0.4564, 4.0647, -1.0991], [2.5974, -2.0608, -0.8068], [4.1811, -2.8504, -0.5767], [3.8671, -1.7282, -2.0136], [4.1527, -1.7345, 2.1297], [5.0586, -0.3250, 2.5001], [5.8649, -1.5723, 1.6260], [5.5631, 0.8830, -1.6971], [6.3787, -0.4241, -0.9097], [6.1778, 1.1204, -0.0973], [1.1936, 1.5657, 3.8798], [2.2661, 2.7217, 4.6119], [2.8858, 1.1257, 4.1526], [0.5070, 3.5396, 1.9660], [1.5905, 4.5444, 0.9046], [1.6191, 4.6926, 2.7115], [5.0148, 1.9965, 2.2971], [4.6615, 3.4384, 3.3339], [4.9586, 3.4858, 1.5351]],
  "mulliken_spin": [1.623, -0.001, 0.001, 0.007, 0.018, 0.081, -0.005, 0.050, -0.005, 0.006, 0.005, 0.002, -0.001, 0.000, -0.003, 0.033, 0.000, -0.002, 0.000, 0.001, 0.000, -0.002, 0.000, 0.000, 0.000, 0.000, 0.000, 0.000, 0.002, 0.075, -0.001, 0.000, 0.076, -0.006, -0.006, 0.002, -0.001, -0.008, 0.001, -0.009, -0.005, 0.000, 0.000, 0.000, -0.003, -0.003, 0.066, -0.001, -0.001, 0.002, 0.001, 0.005, 0.001, 0.001, 0.001, 0.000, 0.000, 0.000, 0.000, 0.000, 0.000, 0.003, 0.000, 0.000, 0.000, 0.000, 0.000, 0.000, 0.000, 0.000, 0.000, 0.000, 0.000, -0.001, 0.000, 0.000, 0.000, 0.000, 0.000, 0.000, 0.000, 0.000]
}

---

No. 2
{
  "formula": "C2H6O2",
  "method": "the ωB97M-V functional and the def2-TZVPD basis",
  "smiles": "C=O.CO",
  "homo_lumo_gap_ev": 10.653,
  "homo_energy_ev": -10.259,
  "species": ["C", "O", "H", "H", "C", "O", "H", "H", "H", "H"],
  "positions_angstrom": [[0.4313, 1.5746, 0.1204], [-0.1899, 1.7200, -0.9060], [-0.0633, 1.5593, 1.1120], [1.5258, 1.4117, 0.1091], [-0.1192, -1.2268, 0.1762], [-0.9647, -0.9404, -0.9010], [-0.2696, -2.2877, 0.3457], [-0.3844, -0.7288, 1.1328], [0.9587, -1.0802, -0.0438], [-0.9082, -0.0044, -1.1304]],
  "lowdin_charge": [-0.142, -0.011, 0.094, 0.097, -0.204, -0.110, 0.081, 0.078, 0.085, 0.033]
}

---

No. 3
{
  "formula": "C33H59Br22F5O3S",
  "method": "the ωB97M-V functional and the def2-TZVPD basis",
  "smiles": "O=C1O[C@@H](CCCS)[C@@H](CCCC(F)(F)C(F)(F)F)O1.BrCCBr.BrCCBr.BrCCBr.BrCCBr.BrCCBr.BrCCBr.BrCCBr.BrCCBr.BrCCBr.BrCCBr.BrCCBr",
  "homo_lumo_gap_ev": 9.358,
  "homo_energy_ev": -9.177,
  "species": ["O", "C", "O", "C", "C", "C", "C", "S", "C", "C", "C", "C", "C", "F", "F", "C", "F", "F", "F", "O", "H", "H", "H", "H", "H", "H", "H", "H", "H", "H", "H", "H", "H", "H", "H", "Br", "C", "C", "Br", "H", "H", "H", "H", "Br", "C", "C", "Br", "H", "H", "H", "H", "Br", "C", "C", "Br", "H", "H", "H", "H", "Br", "C", "C", "Br", "H", "H", "H", "H", "Br", "C", "C", "Br", "H", "H", "H", "H", "Br", "C", "C", "Br", "H", "H", "H", "H", "Br", "C", "C", "Br", "H", "H", "H", "H", "Br", "C", "C", "Br", "H", "H", "H", "H", "Br", "C", "C", "Br", "H", "H", "H", "H", "Br", "C", "C", "Br", "H", "H", "H", "H", "Br", "C", "C", "Br", "H", "H", "H", "H"],
  "positions_angstrom": [[-2.9158, -0.0729, 4.3537], [-3.0926, 0.2713, 3.2350], [-4.1349, -0.1414, 2.4513], [-4.2770, 0.9344, 1.4731], [-4.9657, 2.0929, 2.2136], [-6.0055, 2.8382, 1.3536], [-5.4778, 4.0114, 0.5262], [-4.3665, 5.0865, 1.4690], [-2.8018, 1.0953, 1.1924], [-2.3403, 2.1932, 0.2653], [-0.8200, 2.1013, -0.0112], [-0.1204, 3.4794, -0.1132], [0.7178, 3.9231, 1.0699], [1.9425, 3.3235, 1.0208], [0.9215, 5.2770, 0.9774], [0.1478, 3.6584, 2.4861], [0.7437, 4.4676, 3.3903], [0.3968, 2.3983, 2.8719], [-1.1668, 3.9207, 2.5278], [-2.3015, 1.1380, 2.5557], [-4.7819, 0.6571, 0.5493], [-5.5172, 1.6154, 3.0230], [-4.2425, 2.7577, 2.6826], [-6.3904, 2.1121, 0.6322], [-6.8541, 3.1278, 1.9695], [-5.0359, 3.6629, -0.4076], [-6.3337, 4.6162, 0.2253], [-4.6791, 6.2916, 0.9778], [-2.3617, 0.1663, 0.8175], [-2.6079, 3.1806, 0.6408], [-2.8721, 2.0529, -0.6787], [-0.3526, 1.4391, 0.7154], [-0.6865, 1.6211, -0.9796], [-0.8562, 4.2368, -0.3737], [0.5943, 3.4089, -0.9338], [5.0285, 8.5978, 4.6841], [4.2993, 6.9636, 5.4516], [4.5539, 5.7721, 4.5679], [3.3577, 5.7378, 3.0375], [3.2426, 7.1411, 5.6207], [4.8055, 6.8474, 6.4072], [4.3525, 4.8512, 5.1109], [5.5684, 5.7477, 4.1819], [7.2751, 6.5790, 0.6945], [7.5494, 7.9962, 2.0004], [8.9958, 8.4006, 2.0742], [10.0486, 7.0835, 3.0437], [7.1647, 7.6314, 2.9452], [6.9347, 8.8266, 1.6608], [9.1068, 9.3289, 2.6301], [9.4535, 8.5075, 1.0964], [-3.6053, -1.5984, -1.5203], [-2.3764, -2.1758, -2.8990], [-0.9641, -2.2519, -2.3910], [-0.1631, -0.4844, -2.1958], [-2.4837, -1.4792, -3.7238], [-2.7212, -3.1598, -3.2122], [-0.3459, -2.7757, -3.1181], [-0.8767, -2.7326, -1.4222], [-0.9127, -4.7013, -6.0777], [0.6612, -3.8896, -6.8926], [1.3315, -2.9266, -5.9538], [0.3484, -1.2534, -5.8213], [0.3297, -3.4166, -7.8107], [1.3262, -4.7175, -7.1279], [2.3178, -2.6512, -6.3165], [1.4179, -3.3193, -4.9456], [11.7016, 4.0814, -0.4671], [10.5788, 3.4873, 1.0068], [11.3993, 2.9763, 2.1583], [12.1117, 1.1999, 1.8023], [9.9046, 2.7389, 0.6042], [10.0095, 4.3651, 1.3077], [10.7797, 2.8667, 3.0455], [12.2466, 3.6150, 2.3840], [12.6618, -1.7110, -0.8390], [13.7004, -2.1920, 0.7327], [13.9037, -3.6796, 0.8370], [12.2973, -4.5882, 1.4505], [13.1787, -1.7813, 1.5912], [14.6559, -1.6864, 0.6128], [14.6659, -3.9066, 1.5788], [14.1746, -4.1293, -0.1122], [-5.7728, -4.4229, -3.0690], [-4.7253, -5.6117, -1.9364], [-5.4330, -5.8961, -0.6401], [-5.2716, -4.3858, 0.5775], [-3.7588, -5.1427, -1.7777], [-4.5980, -6.5198, -2.5216], [-4.9669, -6.7334, -0.1257], [-6.4901, -6.0994, -0.7737], [-6.8494, -8.9659, -2.1803], [-6.4500, -8.4525, -4.0164], [-7.0710, -9.3983, -5.0079], [-6.0932, -11.0758, -5.1151], [-5.3690, -8.4103, -4.1030], [-6.8634, -7.4522, -4.1327], [-7.0324, -8.9745, -6.0086], [-8.0965, -9.6480, -4.7578], [-7.1860, -2.4387, 3.3489], [-8.1239, -3.9404, 4.1498], [-8.0403, -5.1658, 3.2787], [-9.2311, -5.0515, 1.7435], [-9.1451, -3.6196, 4.3292], [-7.6293, -4.1205, 5.1016], [-8.3619, -6.0477, 3.8283], [-7.0416, -5.3240, 2.8839], [4.6083, -1.1198, -3.9136], [6.0462, -0.8765, -5.2016], [5.5093, -0.7376, -6.6001], [4.9415, -2.4554, -7.3168], [6.7150, -1.7235, -5.0924], [6.5588, 0.0339, -4.8997], [6.2810, -0.3807, -7.2780], [4.6493, -0.0781, -6.6504], [-9.0282, 0.4823, 1.7211], [-10.4088, -0.3703, 2.7856], [-11.0600, -1.5049, 2.0423], [-12.3065, -0.8649, 0.6919], [-11.1108, 0.4059, 3.0717], [-9.8972, -0.7445, 3.6708], [-11.6557, -2.1119, 2.7207], [-10.3381, -2.1341, 1.5320]],
  "lowdin_charge": [0.178, -0.565, 0.051, -0.208, -0.126, -0.264, -0.545, 0.745, -0.259, -0.114, -0.179, -0.055, -0.434, 0.093, 0.069, -0.527, 0.075, 0.169, 0.159, 0.075, 0.146, 0.131, 0.095, 0.092, 0.100, 0.067, 0.070, -0.149, 0.139, 0.061, 0.129, 0.116, -0.007, 0.132, 0.130, 0.633, -0.681, -0.678, 0.729, 0.051, 0.057, 0.062, 0.043, 0.608, -0.719, -0.684, 0.612, -0.014, 0.059, 0.059, 0.051, 0.645, -0.693, -0.669, 0.687, 0.049, 0.035, 0.026, 0.056, 0.601, -0.683, -0.698, 0.616, 0.052, 0.060, -0.024, 0.048, 0.597, -0.702, -0.698, 0.614, 0.053, 0.012, 0.058, 0.049, 0.590, -0.712, -0.702, 0.604, 0.023, 0.061, 0.057, 0.048, 0.613, -0.686, -0.705, 0.623, 0.040, 0.036, 0.058, 0.027, 0.638, -0.699, -0.698, 0.609, 0.047, 0.045, 0.059, 0.050, 0.630, -0.677, -0.691, 0.616, 0.045, 0.060, 0.058, 0.011, 0.613, -0.694, -0.682, 0.639, 0.050, 0.060, 0.059, 0.052, 0.610, -0.700, -0.719, 0.609, 0.050, 0.036, 0.058, 0.010]
}

---

Record order is preserved below.
E_tot: -122182.3595, -6264.7414, -1606680.2978 eV